# C16H24Br2Cl12NO3PS

A structure of composition C16H24Br2Cl12NO3PS (ωB97M-V/def2-TZVPD, the Open Molecules 2025 dataset).

The geometry in XYZ format:
```
60
Properties=species:S:1:pos:R:3
C -2.60 0.11 3.69
C -2.17 -1.34 3.48
C -0.68 -1.48 3.16
O -0.54 -2.25 1.96
C 0.52 -2.05 1.04
S 2.04 -1.31 1.71
N 0.77 -3.38 0.52
C -0.22 -3.63 -0.43
O -0.56 -4.72 -0.78
C -0.83 -2.29 -0.95
C -0.53 -2.14 -2.46
Br 0.45 -3.51 -3.33
C -0.86 -1.07 -3.18
C -1.64 0.12 -2.73
Br -0.36 -0.88 -4.99
P -2.71 -2.22 -0.57
C -3.08 -3.85 0.13
O -3.33 -2.49 -2.09
C 0.00 -1.21 -0.13
C -0.63 0.08 0.37
H -2.20 0.76 2.91
H -2.24 0.50 4.65
H -3.69 0.20 3.68
H -2.73 -1.77 2.65
H -2.40 -1.91 4.38
H -0.21 -0.51 3.05
H -0.17 -2.03 3.95
H 1.99 -1.94 2.88
H 1.72 -3.53 0.19
H -0.98 0.98 -2.58
H -2.20 -0.07 -1.82
H -2.34 0.41 -3.51
H -2.59 -3.96 1.10
H -4.17 -3.88 0.26
H -2.77 -4.67 -0.51
H -3.99 -1.81 -2.28
H 0.86 -0.95 -0.75
H -1.64 -0.08 0.76
H -0.67 0.85 -0.39
H -0.01 0.48 1.17
C 0.68 3.96 -3.35
Cl 1.40 4.86 -2.02
Cl 1.44 2.38 -3.55
Cl -1.06 3.79 -3.13
H 0.85 4.52 -4.26
C 4.40 0.51 5.07
Cl 2.91 -0.25 5.64
Cl 4.41 0.63 3.32
Cl 4.62 2.09 5.81
H 5.23 -0.12 5.37
C -2.23 3.88 -7.43
Cl -0.63 3.65 -6.73
Cl -3.34 2.63 -6.87
Cl -2.85 5.49 -7.06
H -2.14 3.80 -8.50
C 6.81 4.19 2.66
Cl 5.85 4.98 3.91
Cl 7.64 2.77 3.30
Cl 5.81 3.77 1.27
H 7.57 4.89 2.33
```

Summary:
largest force on an atom = 0.40 eV Å⁻¹
ΔE to the lowest compared entry with this formula, charge and spin = 0.0000 eV
E_LUMO = 0.30 eV
Kohn-Sham gap = 8.8639 eV
HOMO energy = -8.56 eV